A 2-piece molecular cluster, C6H15NSi overall. Source: the Open Molecules 2025 dataset; level of theory: ωB97M-V/def2-TZVPD.

For the HOMO-LUMO gap, the calculation gives 0.2741 Ha. The net charge is 0. The energy above the lowest of the compared OMol25 structures with the same formula, charge and spin comes out at 447.39 kJ/mol. The HOMO energy comes out at -6.92 eV. The electronic energy is -581.6740 Eh.

Structure (XYZ):
```
23
Properties=species:S:1:pos:R:3:forces:R:3
C 0.818 -0.708 -3.052 1.626 4.227 -1.220
C -0.418 -1.394 -2.679 0.799 -0.552 -0.804
C -0.348 -0.501 2.961 -2.729 -2.062 1.254
C -1.429 1.504 -0.075 -0.229 0.102 0.792
C 1.701 1.300 0.585 0.250 -3.303 0.118
C -0.369 -1.122 1.576 0.023 4.846 0.283
N 0.627 -1.211 -1.745 0.941 0.692 3.696
Si 0.036 0.395 0.419 0.755 -1.959 -2.130
H 1.694 -1.102 -3.719 -1.843 0.456 1.221
H 0.680 0.486 -3.146 0.582 -2.556 -0.212
H -1.246 -0.772 -2.502 -1.569 0.187 -0.519
H -0.410 -2.360 -3.136 -1.216 -0.807 0.078
H 0.614 -0.308 3.210 3.168 0.605 0.956
H -0.850 0.425 3.016 -0.823 1.273 -0.096
H -0.784 -1.084 3.858 0.544 0.380 -1.615
H -2.111 1.826 0.706 0.231 -0.343 1.191
H -1.136 2.525 -0.386 0.074 -0.867 -0.922
H -2.192 0.948 -0.642 0.738 0.368 -0.837
H 2.440 0.668 1.211 -0.833 0.526 -1.796
H 2.020 1.690 -0.376 0.457 -0.723 -0.326
H 1.704 2.133 1.156 -0.780 2.977 2.095
H -1.289 -1.429 1.260 -2.742 -0.828 -0.682
H 0.248 -1.909 1.500 2.576 -2.640 -0.527
```
Forces are in eV/Å.